1.
Formula: C3H4FN
Source: the OMol25 dataset
Level of theory: the ωB97M-V functional and the def2-TZVPD basis

XYZ file:
```
9
Properties=species:S:1:pos:R:3:forces:R:3:nbo_charge:R:1
C 0.515 -0.317 -1.742 1.6655 -3.2238 -1.9985 -0.59
C -0.577 0.299 1.440 4.8066 4.7684 -1.6769 0.21
C -0.185 -0.085 -0.751 -3.0275 0.5038 3.3082 0.48
N -0.970 -0.102 0.193 -0.0042 0.2984 -0.2167 -0.48
F 1.125 0.213 1.501 -3.0513 0.1095 0.0029 -0.51
H 0.694 -1.382 -1.866 0.3468 -0.1336 0.2286 0.26
H 0.762 0.190 -2.580 0.6658 2.2070 -1.9863 0.25
H -0.620 1.482 1.567 -0.3608 -2.8249 0.0853 0.20
H -0.745 -0.298 2.239 -1.0410 -1.7048 2.2533 0.19
```
Forces are in eV/Å.

Results
Net charge: 0
HOMO energy, eV: -9.950
HOMO-LUMO gap, eV: 10.57

---

2.
Formula: C50H65N7O5
Source: the OMol25 dataset
Level of theory: the ωB97M-V functional and the def2-TZVPD basis

XYZ file:
```
127
Properties=species:S:1:pos:R:3:forces:R:3:lowdin_spin:R:1
N -0.315 -4.328 3.232 -0.6670 0.6131 0.0919 0.00
C -1.015 -5.312 2.624 -1.3672 2.0210 -0.3383 0.00
C -2.322 -5.085 2.027 3.1914 2.0784 0.9126 0.00
C -2.697 -3.721 1.970 -0.0981 -0.5609 0.8801 0.00
C -2.030 -2.652 2.695 1.4076 -2.8239 0.0858 0.00
C -0.811 -3.034 3.336 -2.4513 -2.2855 -1.1942 0.00
H -0.538 -6.275 2.527 0.1150 -0.1202 0.2438 0.00
H -2.830 -5.855 1.467 -0.1373 0.0041 0.1522 0.00
H -3.605 -3.663 1.388 -0.2446 1.1815 0.0741 0.00
H -2.341 -1.631 2.860 -0.4407 -0.1113 -0.6033 0.00
H -0.387 -2.349 4.055 0.7020 -0.0428 -0.2214 0.00
N -2.318 5.108 1.196 -1.4785 0.4044 -1.4138 0.00
C -3.245 4.101 1.096 0.9311 2.4537 -0.7442 0.00
C -4.455 4.288 0.403 0.1585 -0.6502 0.3392 0.00
C -4.795 5.529 -0.144 0.5616 -0.4755 0.6249 0.00
C -3.847 6.521 -0.065 0.6310 0.9392 0.4545 0.00
C -2.626 6.293 0.550 0.4915 -2.5392 1.4023 0.00
H -2.890 3.184 1.545 -0.5501 -0.3006 0.0049 0.00
H -5.099 3.425 0.330 -0.2852 0.0130 -0.0530 0.00
H -5.747 5.799 -0.576 -0.1499 -0.5468 -0.0888 0.00
H -4.079 7.534 -0.361 0.0352 0.0225 -0.4187 0.00
H -1.794 6.980 0.606 -0.2888 0.5133 -0.1401 0.00
N -5.893 0.229 -0.229 0.0804 0.3552 1.2236 0.00
C -7.011 0.538 0.499 1.9459 -1.0739 0.2877 0.00
C -6.971 0.700 1.887 1.1690 0.4002 -0.8232 0.00
C -5.709 0.672 2.521 -0.5884 0.4849 -0.1899 0.00
C -4.532 0.498 1.781 -1.4930 -0.3827 0.0680 0.00
C -4.695 0.205 0.433 -1.1787 0.6454 -0.4048 0.00
H -7.969 0.521 0.001 0.0519 0.1737 -0.3801 0.00
H -7.887 0.990 2.379 0.0599 -0.2609 0.4045 0.00
H -5.711 0.865 3.584 0.3193 -0.0337 0.1663 0.00
H -3.528 0.520 2.178 -0.0370 -0.0406 0.2553 0.00
H -3.773 0.027 -0.100 -0.1749 -0.2471 -0.6618 0.00
N -0.702 -2.463 -2.851 1.8597 -0.6868 -0.0989 0.27
C -0.523 -2.486 -4.226 -1.0305 0.4794 -0.6309 0.12
C -1.442 -1.972 -5.140 0.3803 -0.4192 1.2023 0.06
C -2.657 -1.467 -4.626 0.0499 0.1983 -1.0381 0.27
C -2.828 -1.492 -3.238 -0.2599 0.7342 1.3119 0.09
C -1.835 -1.913 -2.386 -0.9090 0.0272 -0.9280 0.09
H 0.357 -2.998 -4.586 0.2849 -0.0623 0.0003 0.01
H -1.291 -1.981 -6.209 0.3326 -0.1515 -0.1258 0.00
H -3.374 -0.967 -5.259 -0.1009 -0.0584 -0.0936 0.03
H -3.725 -1.045 -2.836 -0.2396 -0.0348 0.2758 0.00
H -1.949 -1.900 -1.312 -0.1343 0.1048 0.2705 0.01
N -1.160 1.192 6.032 0.2122 0.7085 -1.4433 0.00
C -1.183 2.012 4.944 1.3203 -1.0409 0.4439 0.00
C -0.098 2.055 4.027 -1.5728 1.2818 0.3042 0.00
C 1.005 1.274 4.163 0.5087 -0.3671 1.6663 0.00
C 1.058 0.456 5.297 -1.2901 -0.4628 -0.2488 0.00
C -0.073 0.434 6.165 1.0612 0.0038 -0.8133 0.00
H -2.080 2.609 4.869 0.0780 0.2284 -0.2908 0.00
H 0.020 2.780 3.235 -0.8898 0.2466 -0.1462 0.00
H 1.823 1.472 3.486 0.2386 -0.6147 -0.0457 0.00
H 1.851 -0.269 5.403 0.1660 0.1106 0.3441 0.00
H -0.101 -0.246 7.005 0.1973 -0.0914 0.1563 0.00
N -0.752 3.600 -5.038 -0.0861 -0.4069 1.3467 0.00
C -0.058 2.494 -4.645 -3.1393 -0.3246 0.3325 0.00
C -0.468 1.708 -3.531 1.7130 0.7478 -0.6105 0.00
C -1.320 2.197 -2.549 -0.0519 1.6295 -1.9833 0.01
C -1.875 3.487 -2.843 0.6722 -1.8192 -0.8325 0.00
C -1.666 4.065 -4.151 0.6515 -1.2257 1.7984 0.00
H 0.484 1.963 -5.414 0.6807 0.4276 -0.0351 0.00
H 0.074 0.774 -3.488 -0.5075 -0.4473 0.3768 0.00
H -1.624 1.590 -1.709 -0.0135 0.1132 0.1564 0.00
H -2.517 3.817 -2.041 -0.4276 0.8475 -0.4832 0.00
H -2.307 4.880 -4.451 0.2226 0.2885 -0.1344 0.00
N 5.128 -0.649 -2.845 -0.1491 1.0177 -0.6228 0.00
C 5.090 -1.328 -4.019 -1.7760 0.7075 -0.0546 0.00
C 3.881 -1.538 -4.754 1.0091 0.4234 1.2838 0.00
C 2.718 -1.045 -4.198 -0.2583 0.7526 0.0909 0.01
C 2.763 -0.287 -3.039 1.8120 1.5443 1.1465 0.00
C 4.019 0.022 -2.414 -0.8418 -3.6851 -1.7006 0.00
H 6.039 -1.611 -4.449 0.1463 -0.3833 0.2702 0.00
H 3.786 -2.048 -5.701 0.5435 -0.1456 -0.0175 0.00
H 1.778 -1.126 -4.723 -0.2165 -0.3518 0.1004 0.01
H 1.913 0.212 -2.597 -0.3700 -0.2483 -0.2861 0.00
H 4.065 0.492 -1.443 0.1228 0.4088 -0.0793 0.00
C 1.160 5.755 1.650 0.9035 -0.1456 -0.0465 0.00
C 2.475 4.951 1.705 0.4914 0.3758 0.3418 0.00
O 2.433 3.754 1.831 -0.6166 -0.7403 -0.0830 0.00
C 3.898 5.553 1.790 -0.8258 0.2754 0.0812 0.00
H 0.851 5.939 2.679 0.0593 -0.0039 0.1576 0.00
H 0.373 5.149 1.200 0.1129 0.0462 -0.0844 0.00
H 1.254 6.728 1.168 0.0709 -0.0844 -0.1182 0.00
H 3.887 6.379 2.501 0.1210 0.1735 -0.0655 0.00
H 4.287 5.908 0.836 -0.2397 0.1184 -0.0748 0.00
H 4.562 4.770 2.155 -0.1516 0.0451 -0.0348 0.00
C 5.253 -4.701 -0.104 0.1175 0.3901 -0.9813 0.00
C 4.303 -4.615 -1.279 -2.4262 -2.3944 -0.1754 0.00
O 4.194 -5.577 -2.050 0.7468 1.7158 0.8750 0.00
C 3.266 -3.496 -1.330 0.5890 -0.4437 0.1380 0.00
H 5.887 -3.828 -0.263 0.6386 -0.1117 0.3844 0.00
H 5.763 -5.658 -0.211 0.2889 0.2904 0.2101 0.00
H 4.796 -4.598 0.880 -0.2944 0.0050 -0.2042 0.00
H 2.797 -3.377 -0.353 0.2667 0.0884 0.2601 0.00
H 2.446 -3.771 -1.994 0.3605 0.2894 -0.3658 0.00
H 3.786 -2.573 -1.585 -0.3561 0.1944 -0.1641 0.00
C 0.078 -5.495 -0.635 -0.0171 0.7722 -0.0189 0.00
C -1.184 -6.200 -0.991 0.5949 1.1292 0.2644 0.00
O -1.197 -7.384 -0.855 -0.9800 -2.2155 -0.0285 0.00
C -2.356 -5.390 -1.513 0.0099 -0.9650 -0.5314 0.00
H 0.801 -6.117 -0.108 -0.3253 -0.1938 0.0004 0.00
H -0.248 -4.664 -0.008 0.5568 0.4870 -0.1626 0.00
H 0.533 -5.162 -1.567 -0.0221 0.5318 0.0837 0.00
H -2.046 -4.879 -2.425 0.0954 0.4857 0.1870 0.00
H -2.787 -4.689 -0.798 0.3263 0.1058 -0.0896 0.00
H -3.107 -6.118 -1.820 -0.1919 0.0307 0.1700 0.00
C 0.983 -0.921 0.407 -0.4746 -0.7046 0.6456 0.00
C -0.097 0.080 0.741 -4.1200 -0.4227 -0.9487 0.00
O -1.324 -0.312 0.807 4.6285 2.0192 0.2873 0.00
C 0.258 1.636 0.566 -0.7568 -2.0124 1.4431 0.00
H 1.262 -0.631 -0.606 0.6830 -0.2570 0.0803 0.00
H 0.650 -1.958 0.406 -1.0314 0.1856 -0.5968 0.00
H 1.776 -1.104 1.133 0.6245 1.3722 -0.0783 0.00
H -0.476 2.223 1.118 -0.3609 -0.0885 -0.3331 0.00
H 0.197 1.862 -0.499 0.3888 0.0654 0.1274 0.00
H 1.191 1.883 1.072 0.3085 -0.1500 -0.6435 0.00
C 4.921 1.743 1.761 0.3421 1.5447 0.5383 0.00
C 4.881 0.338 2.038 -2.3817 -3.0654 -0.2376 0.00
O 3.890 -0.208 2.537 1.0966 0.8790 0.0672 0.00
C 5.919 -0.523 1.424 0.0845 -0.7040 0.4626 0.00
H 4.694 2.201 2.723 0.1419 0.5977 -0.1174 0.00
H 4.109 2.024 1.091 0.1939 0.0484 -0.1036 0.00
H 5.922 1.975 1.396 -0.2769 0.6367 -0.0908 0.00
H 5.546 -0.710 0.417 0.3645 0.2328 -0.3993 0.00
H 5.853 -1.496 1.911 0.4349 0.0258 0.0725 0.00
H 6.911 -0.073 1.441 -0.0124 -0.2671 -0.2311 0.00
```
Forces are in eV/Å.

Results
Net charge: -1
HOMO energy (spin up / spin down), eV: -0.279 / -4.914
Spin multiplicity: 2
HOMO-LUMO gap (spin up / spin down), eV: 2.14 / 6.77

---

3.
Formula: C4H11N5
Source: the OMol25 dataset
Level of theory: the ωB97M-V functional and the def2-TZVPD basis

XYZ file:
```
20
Properties=species:S:1:pos:R:3:forces:R:3:nbo_charge:R:1
C 3.354 -0.143 0.090 -1.2584 -0.0061 1.1528 -0.68
C 1.948 0.433 -0.066 0.5778 -1.0396 -0.1062 0.44
C -1.315 -1.045 0.281 0.4799 -1.1281 0.0667 -0.30
C -2.725 -0.724 -0.105 0.7068 0.5747 -0.6794 -0.02
H 4.036 0.676 0.176 0.3572 0.3969 0.3897 0.24
H 3.300 -0.775 1.010 0.5074 0.4625 -0.6608 0.22
H 3.697 -0.733 -0.734 -0.1180 -0.5746 -0.6293 0.22
H 0.759 1.916 -0.200 0.1951 -0.3334 -0.0269 0.35
H 1.323 -1.397 -0.507 -0.1260 -0.6751 -0.2026 0.35
H -0.439 -0.176 -1.403 -0.1335 0.0815 1.1822 0.35
H -1.124 -2.141 0.056 -0.1711 1.0150 0.1352 0.18
H -1.263 -0.982 1.379 0.5057 0.2757 -0.1736 0.21
H -3.330 -1.543 -0.450 -0.3968 -0.1130 0.0390 0.19
H -3.147 2.295 0.305 -0.0972 0.3178 0.1821 0.37
H -1.770 1.422 0.821 -0.5659 0.3054 -0.7571 0.35
N 1.750 1.666 -0.129 -0.1548 1.1758 0.0430 -0.70
N 0.969 -0.575 -0.055 1.0787 0.4471 0.4633 -0.48
N -0.306 -0.176 -0.365 -1.4694 -0.3849 -0.9958 -0.46
N -3.217 0.443 -0.200 -0.8230 -0.2239 -0.1940 -0.21
N -2.503 1.559 0.097 0.9054 -0.5737 0.7718 -0.63
```
Forces are in eV/Å.

Results
Net charge: 0
HOMO energy, eV: -9.063
SMILES string: [H]/N=C(/C)NNC/C=N\N
HOMO-LUMO gap, eV: 9.84

---

4.
Formula: C15H17NO4S2
Source: the OMol25 dataset
Level of theory: the ωB97M-V functional and the def2-TZVPD basis

XYZ file:
```
39
Properties=species:S:1:pos:R:3:forces:R:3:nbo_charge:R:1
C 4.022 3.548 0.780 -0.3399 -0.2381 -0.3050 -0.74
H 3.384 3.389 1.644 0.0822 0.0344 0.1456 0.21
H 4.341 4.584 0.744 0.0495 0.0715 0.0486 0.23
H 4.884 2.890 0.815 0.1169 0.0195 0.0929 0.22
S 3.097 3.234 -0.747 0.0947 -0.0951 -0.0923 0.18
C 2.939 1.422 -0.651 -0.0367 0.5455 0.1605 -0.54
C 1.859 1.006 0.340 0.0809 -0.3450 -0.0549 -0.42
H 0.911 1.479 0.070 0.0087 -0.0365 0.0615 0.22
C 1.663 -0.510 0.416 0.3460 0.0474 0.6834 -0.17
N 1.249 -1.095 -0.847 -0.6852 -0.5753 -0.1169 -0.87
S -0.034 -2.147 -0.805 0.4731 0.5144 -0.4482 2.33
O -0.307 -2.528 -2.152 -0.1677 0.2361 -0.0531 -0.91
O 0.348 -3.155 0.155 -0.3790 0.1147 0.2471 -0.96
C -1.391 -1.198 -0.136 0.3943 -0.3183 -0.3355 -0.37
C -1.972 -0.254 -0.931 0.0053 -0.0552 -0.0607 -0.09
C -3.010 0.552 -0.420 0.0126 -0.1209 0.3235 -0.11
C -3.646 1.541 -1.201 -0.1651 0.1669 -0.0261 -0.17
C -4.647 2.306 -0.671 0.1948 -0.0600 -0.2807 -0.20
C -5.056 2.119 0.659 0.0260 -0.1553 0.2929 -0.19
C -4.460 1.169 1.441 -0.1588 0.1719 -0.0312 -0.21
C -3.424 0.361 0.928 0.0990 0.0142 -0.2916 0.04
C -2.795 -0.633 1.710 0.1807 -0.1265 -0.0781 -0.18
C -1.792 -1.403 1.189 -0.1640 -0.0444 0.3727 -0.22
H -1.306 -2.178 1.760 -0.0062 -0.0520 0.1452 0.25
H -3.122 -0.776 2.729 -0.0154 -0.0369 0.1010 0.22
H -4.774 1.022 2.464 -0.0427 -0.0021 0.1007 0.22
H -5.849 2.733 1.059 -0.0603 0.0319 0.0627 0.22
H -5.130 3.062 -1.272 -0.0166 0.0501 -0.0775 0.22
H -3.325 1.679 -2.223 0.0165 0.0348 -0.1153 0.22
H -1.645 -0.140 -1.953 -0.0145 0.0788 -0.1710 0.22
H 1.251 -0.476 -1.638 -0.1205 0.0301 -0.2629 0.42
H 0.879 -0.721 1.160 0.1697 0.1275 -0.0129 0.23
C 2.931 -1.244 0.925 -0.5987 0.5390 -0.1225 0.79
O 3.891 -0.653 1.337 0.1799 -0.0273 0.1280 -0.59
O 2.856 -2.556 0.894 0.0731 -0.7096 0.0687 -0.67
H 1.978 -2.900 0.588 0.4321 0.2858 0.1368 0.52
H 2.142 1.348 1.337 -0.0725 -0.0027 -0.0441 0.24
H 3.907 1.015 -0.363 -0.0533 -0.0877 -0.1080 0.25
H 2.702 1.105 -1.666 0.0611 -0.0255 -0.0830 0.21
```
Forces are in eV/Å.

Results
Net charge: 0
HOMO energy, eV: -8.683
SMILES string: CSCC[C@@H](NS(=O)(=O)c1ccc2ccccc2c1)C(=O)O
HOMO-LUMO gap, eV: 8.23

---

ΔE to the lowest compared entry with this formula, charge and spin values, unit eV, following the record order: 2.375 1.068 1.976 0.000.
Total energy values, unit Ha, following the record order: -271.21591 -2703.53997 -432.70765 -1733.90450.